No. 1
67
Properties=species:S:1:pos:R:3:forces:R:3 method="wB97M-V/def2-TZVPD" e_lumo_ev="-2.2 / -3.7" e_homo_ev="-10.355 / -11.068" e_above_lowest_kcal_mol=0.00 homo_lumo_gap_ev="8.121 / 7.401" multiplicity=2 charge=+1
Ir -0.7427 0.6560 0.7949 -0.257 -0.154 -0.025
C -1.1945 0.6894 3.8603 -0.049 0.036 0.014
O -1.9518 1.2057 2.7543 0.053 -0.034 0.035
C -3.3201 0.7791 2.7341 0.040 0.026 -0.046
C -3.4228 -0.5178 1.9681 -0.044 -0.002 0.011
O -2.9191 -0.3168 0.6464 0.120 0.046 0.178
C -3.9190 0.0213 -0.3193 0.010 -0.001 -0.082
H -1.7142 0.9109 4.7936 0.005 0.017 0.000
H -0.2341 1.1962 3.8409 0.006 -0.018 0.001
H -1.0360 -0.3868 3.7653 -0.017 -0.001 0.011
H -3.8683 1.5691 2.2204 -0.019 -0.003 0.014
H -3.6945 0.6828 3.7552 -0.011 -0.017 -0.002
H -4.4522 -0.8813 1.9345 -0.003 0.014 -0.013
H -2.7950 -1.2872 2.4206 -0.020 -0.013 0.006
H -4.7010 -0.7395 -0.3112 0.021 -0.020 -0.002
H -3.4252 0.0257 -1.2875 0.006 0.023 0.009
H -4.3392 1.0071 -0.1225 -0.010 -0.009 0.019
C 0.6306 -0.1210 0.2381 0.009 0.081 -0.217
Ge 1.9418 -1.4897 -0.4172 -0.026 0.124 0.113
C 0.9227 -2.3903 -1.8005 0.031 0.017 0.075
C 0.5060 -1.5982 -2.8712 -0.035 -0.043 -0.007
C -0.2427 -2.1448 -3.9020 0.014 0.022 -0.002
C -0.5790 -3.4917 -3.8741 -0.005 -0.006 -0.001
C -0.1610 -4.2891 -2.8197 0.009 -0.011 0.005
C 0.5868 -3.7412 -1.7854 0.030 -0.002 -0.016
C 2.3869 -2.4090 1.2345 0.088 0.039 -0.160
C 1.6326 -3.4499 1.7716 -0.036 0.026 0.050
C 1.9678 -3.9962 3.0031 -0.028 -0.010 -0.023
C 3.0543 -3.5030 3.7113 0.022 0.019 -0.005
C 3.8082 -2.4620 3.1877 0.004 -0.016 0.013
C 3.4766 -1.9191 1.9548 0.037 -0.072 -0.012
C 3.4613 -0.5304 -1.1577 -0.062 -0.012 0.065
C 4.5355 -1.2482 -1.6821 0.006 -0.020 0.000
C 5.6289 -0.5873 -2.2218 0.000 -0.012 0.001
C 5.6603 0.8003 -2.2453 0.005 0.004 -0.001
C 4.5974 1.5252 -1.7289 -0.016 0.016 0.012
C 3.5048 0.8605 -1.1881 0.040 -0.029 -0.014
H 0.7749 -0.5475 -2.9072 -0.012 0.004 -0.004
H -0.5561 -1.5229 -4.7305 -0.003 -0.006 -0.004
H -1.1594 -3.9215 -4.6800 0.000 0.000 -0.001
H -0.4102 -5.3421 -2.8027 -0.003 0.001 -0.006
H 0.9215 -4.3848 -0.9823 0.006 0.004 0.047
H 0.7705 -3.8369 1.2435 -0.025 -0.001 -0.040
H 1.3804 -4.8102 3.4078 0.003 -0.001 0.005
H 3.3161 -3.9326 4.6693 -0.001 -0.001 0.001
H 4.6592 -2.0778 3.7349 -0.004 -0.003 0.005
H 4.0811 -1.1167 1.5457 -0.007 -0.001 0.011
H 4.5262 -2.3326 -1.6727 -0.001 -0.006 -0.001
H 6.4571 -1.1551 -2.6249 0.000 -0.001 -0.001
H 6.5131 1.3156 -2.6671 0.002 -0.002 0.000
H 4.6208 2.6075 -1.7474 0.000 -0.004 -0.005
H 2.6749 1.4298 -0.7893 -0.041 0.052 -0.001
C -4.7384 4.3526 -1.9582 0.014 0.016 0.018
C -4.2024 4.8021 -0.5969 -0.023 -0.008 -0.038
C -2.8724 4.1868 -0.2984 0.066 0.018 0.014
N -2.7021 2.9673 0.0596 -0.080 -0.044 -0.023
N -1.3828 2.6324 0.2119 0.224 -0.010 0.003
C -0.5538 3.6262 -0.0142 -0.062 0.075 0.044
N 0.7712 3.5268 0.1385 -0.005 -0.035 -0.065
S -1.3746 5.0695 -0.4746 -0.023 -0.024 -0.013
H -5.7090 4.8067 -2.1507 0.001 0.000 -0.002
H -4.8519 3.2694 -1.9850 0.000 0.000 -0.005
H -4.0612 4.6445 -2.7613 -0.003 -0.002 -0.005
H -4.8915 4.5138 0.1977 0.007 -0.013 0.002
H -4.1145 5.8885 -0.5650 0.000 0.003 0.018
H 1.1331 2.6324 0.4412 0.037 -0.010 0.020
H 1.3900 4.2799 -0.0966 0.015 -0.004 0.024

No. 2
55
Properties=species:S:1:pos:R:3:forces:R:3 method="wB97M-V/def2-TZVPD" e_lumo_ev=0.6 e_homo_ev=-6.600 homo_lumo_gap_ev=7.210 charge=0
Ta -0.2662 -0.1545 1.0728 1.784 0.390 -2.689
N 0.5175 1.4423 1.9550 -0.267 -0.398 1.131
N 1.1989 -1.4341 1.5483 -0.036 0.322 0.045
N -1.0258 0.9598 -0.5647 0.153 -0.650 1.362
N -0.2469 -1.0949 -0.8162 -0.343 -0.307 1.484
H 2.2491 0.4257 2.6132 -0.034 0.149 -0.003
C 1.7682 1.3995 2.6887 0.320 0.302 0.033
H 1.6089 1.6425 3.7513 0.010 -0.068 -0.111
H 2.4486 2.1584 2.2831 0.150 -0.013 0.069
H 0.4928 3.5258 1.7828 -0.105 0.084 -0.010
C -0.1267 2.7165 2.1948 0.121 0.376 -0.303
H -0.2205 2.9164 3.2740 -0.067 -0.130 -0.140
H -1.1169 2.7886 1.7396 0.200 -0.095 0.073
C 2.3594 -1.8895 0.7977 0.018 -0.205 -0.086
H 2.1962 -2.9181 0.4441 0.125 0.048 0.023
H 2.5845 -1.2519 -0.0648 -0.279 -0.186 0.333
H 3.2474 -1.9118 1.4511 -0.163 0.074 -0.106
H 0.9841 -3.1745 2.7106 -0.002 0.110 0.114
C 1.1493 -2.0936 2.8466 -0.039 -0.199 -0.003
H 2.1012 -1.9802 3.3922 -0.236 0.107 -0.066
H 0.3369 -1.7074 3.4711 0.083 -0.002 -0.019
C -1.6594 2.1999 -0.9766 0.751 0.090 0.507
H -0.9451 3.0027 -0.7294 -0.223 0.183 -0.176
C -2.9429 2.4342 -0.2010 -0.504 0.235 0.222
H -2.8203 2.4493 0.8899 0.054 -0.141 -0.284
H -3.3646 3.4055 -0.4810 0.021 -0.051 0.041
H -3.6966 1.6750 -0.4483 0.225 0.029 0.048
C -1.9745 2.2581 -2.4554 -0.218 0.341 -0.329
H -2.3392 3.2588 -2.6897 -0.112 0.025 0.016
H -1.1122 2.0953 -3.0919 -0.032 -0.090 -0.030
H -2.7604 1.5489 -2.7230 0.047 -0.048 0.003
H -0.3409 -3.4257 -3.2801 -0.003 -0.137 -0.046
C -0.5694 -2.4483 -2.8594 -0.049 -0.274 -0.301
H -1.6563 -2.3423 -2.8517 0.012 0.108 0.026
H -0.1325 -1.7149 -3.5346 -0.088 0.073 0.030
C 0.0107 -2.3730 -1.4657 0.572 0.768 0.428
H 1.1079 -2.4730 -1.5417 -0.145 -0.258 -0.158
C -0.5277 -3.4983 -0.5970 -0.071 -0.410 0.089
H -0.0738 -3.5154 0.4040 -0.110 0.136 -0.253
H -1.6198 -3.4184 -0.4837 0.280 0.088 -0.030
H -0.3158 -4.4626 -1.0739 -0.012 0.068 0.102
H -0.9671 0.0211 -2.5065 -1.003 -0.408 0.980
C -0.5436 0.0597 -1.4851 1.116 0.699 -4.065
C 2.5810 1.3236 -0.7195 -0.754 -0.864 -1.313
H 2.0645 2.2853 -0.5830 0.109 -0.599 0.289
H 3.3983 1.0535 -0.0652 0.200 0.235 -0.106
C 2.1931 0.5119 -1.7603 0.992 1.582 0.649
H 2.8685 -0.2719 -2.1426 -0.507 -0.108 0.766
C 0.9761 0.7422 -2.5039 -0.762 -0.665 0.927
H 0.6993 1.7924 -2.6283 0.167 -0.297 -0.061
H 0.8743 0.1220 -3.3999 0.136 0.497 -0.012
C -1.9330 -0.6142 2.2119 -1.168 -0.317 0.811
H -1.8323 -0.2099 3.2306 -0.157 -0.175 -0.171
H -2.0941 -1.6992 2.2531 -0.151 0.144 0.062
H -2.7919 -0.1375 1.7178 -0.007 -0.167 0.211